ORCA calculation (ωB97M-V with the def2-TZVPD basis set) on 3 unconnected molecules or ions with the total composition C28H55BN6O7P at a distorted geometry.

## Properties
**HOMO energy**: -9.910 eV
**Orbital gap**: 6.0012 eV

The geometry in ORCA input format:
```
! wB97M-V def2-TZVPD RIJCOSX def2/J DEFGRID3
* xyz 1 1
C -0.5484 -1.2785 3.4558
C -0.5773 -1.1560 2.2721
N -0.4979 -1.1598 0.8989
C -1.8199 -0.9451 0.4002
N -2.5310 0.1446 0.8826
C -2.9314 1.1905 -0.0753
C -1.8312 1.6174 -1.0494
O -1.7160 1.1238 -2.1278
O -0.9797 2.5637 -0.5914
P -3.7092 -0.2044 2.1974
C -5.3764 0.1046 1.5081
O -3.7058 -1.8414 2.1933
N -2.2602 -1.8643 -0.3892
C -3.6258 -1.8369 -0.9475
O -3.6918 -1.1336 -2.1456
C -3.7649 -1.9222 -3.3306
C -3.1974 -1.0875 -4.4703
O -2.6892 -1.9172 -5.4867
C -1.4403 -1.5085 -6.0089
C -0.2748 -2.2741 -5.3860
B -1.3894 -3.0710 -0.7517
O -1.1464 -3.9643 0.2473
O -0.9235 -3.2147 -2.0133
C 0.4649 -0.1226 0.3760
C 0.7910 -0.2162 -0.9559
C 1.7025 0.7071 -1.4310
C 2.2094 1.6147 -0.5245
C 1.8055 1.6222 0.7907
N 0.9200 0.7317 1.2561
H -0.4121 -1.3999 4.4981
H -3.2225 2.0649 0.5069
H -3.8043 0.9197 -0.6625
H -1.5088 3.2725 -0.2001
H -5.7639 -0.7046 0.8890
H -5.4423 1.0374 0.9579
H -6.0174 0.1748 2.3790
H -3.0495 -2.1036 2.8554
H -4.3249 -1.3897 -0.2566
H -3.9354 -2.8657 -1.1172
H -4.7976 -2.1870 -3.5571
H -3.2036 -2.8511 -3.2673
H -3.9617 -0.4006 -4.8334
H -2.3990 -0.4903 -4.0340
H -1.4413 -1.7140 -7.0740
H -1.2775 -0.4368 -5.9046
H -0.6272 -3.2520 -5.0762
H 0.1502 -1.7578 -4.5286
H 0.5169 -2.3937 -6.1179
H -0.2729 -3.8063 0.6314
H -1.2731 -4.0140 -2.4287
H 0.3763 -0.9555 -1.6210
H 2.0204 0.6991 -2.4580
H 2.9393 2.3393 -0.8498
H 2.2130 2.3429 1.4803
C -0.3072 3.8080 2.7286
C 0.6953 4.8493 3.2011
N 0.1782 6.2012 3.1623
C 1.2042 7.2155 3.3459
C 1.9306 7.2743 4.6948
C -1.0661 6.4203 3.8802
C -1.1004 6.0965 5.3798
H -0.6699 4.0455 1.7259
H 0.1643 2.8259 2.6932
H -1.1645 3.7275 3.3985
H 1.5642 4.8056 2.5369
H 1.0552 4.5618 4.2015
H 0.7645 8.1940 3.1382
H 1.9544 7.0672 2.5626
H 1.3077 7.7057 5.4765
H 2.8117 7.9120 4.6047
H 2.2738 6.2933 5.0248
H -1.8483 5.8346 3.3887
H -1.3688 7.4588 3.7306
H -0.6145 5.1470 5.6094
H -2.1369 6.0203 5.7141
H -0.6306 6.8749 5.9776
C 5.5794 -5.9487 -1.6427
C 5.0719 -4.8242 -0.7539
N 4.5059 -3.7167 -1.5002
C 4.2582 -2.5331 -0.7013
C 3.1992 -2.6228 0.4067
C 3.4448 -4.0468 -2.4322
C 2.1911 -4.7253 -1.8645
H 6.3025 -5.5764 -2.3687
H 6.0725 -6.7051 -1.0320
H 4.7717 -6.4455 -2.1819
H 5.9189 -4.4410 -0.1796
H 4.3637 -5.2436 -0.0211
H 3.9929 -1.7121 -1.3750
H 5.2039 -2.2298 -0.2421
H 2.1882 -2.6233 -0.0037
H 3.2777 -1.7442 1.0533
H 3.3245 -3.5012 1.0401
H 3.8553 -4.6876 -3.2160
H 3.1515 -3.1322 -2.9554
H 2.4316 -5.5254 -1.1632
H 1.6152 -5.1711 -2.6793
H 1.5361 -4.0134 -1.3672
*
```

Atomic partial charges in e from the Löwdin method, atoms 1 to 2: C 0.174; C -0.179